# 1
Computed, not measured: C46H43F5N10O2S3TeTi as an isolated structure, with ωB97M-V/def2-TZVPD.

Structure (XYZ):
```
111
Properties=species:S:1:pos:R:3:forces:R:3
Ti 0.211559 0.093241 0.202450 0.249 -0.285 -0.363
N -1.438753 0.970365 0.769071 -0.007 -0.114 -0.174
S -2.507312 0.853159 1.782037 0.100 0.162 -0.015
N -2.018399 0.640480 3.313297 -0.062 -0.206 0.149
S -2.019235 -0.631623 4.209180 0.027 0.190 -0.128
N -1.451346 -1.986280 3.712829 -0.084 -0.010 -0.003
S -0.083013 -2.053994 2.826310 0.044 0.090 0.082
N 0.007847 -1.150522 1.681406 0.034 0.055 -0.114
C 1.234908 -1.795184 3.983780 -0.062 0.020 0.043
C 1.689004 -2.824042 4.795234 0.026 -0.058 -0.028
C 2.672275 -2.543392 5.732306 -0.015 -0.020 0.002
C 3.166930 -1.252564 5.856420 0.012 0.022 0.018
C 2.694005 -0.232667 5.039756 -0.025 0.025 -0.004
C 1.722500 -0.498459 4.086748 0.042 -0.099 0.075
C -0.068006 -3.761886 2.419909 0.031 -0.007 -0.105
C -0.771746 -4.721040 3.139619 0.045 -0.012 0.021
C -0.659937 -6.044300 2.746015 -0.014 0.009 0.009
C 0.135797 -6.383934 1.657270 0.008 -0.003 -0.011
C 0.822834 -5.409151 0.946850 -0.016 -0.043 -0.009
C 0.727070 -4.079990 1.325048 -0.057 0.034 0.008
C -3.642411 -1.063540 4.748409 0.032 -0.031 0.026
C -4.215867 -2.270908 4.384382 0.048 -0.052 -0.028
C -5.508459 -2.537186 4.810954 -0.024 0.033 0.014
C -6.196302 -1.610278 5.581503 0.029 0.019 -0.018
C -5.597242 -0.407920 5.945900 -0.016 -0.027 -0.018
C -4.308275 -0.126455 5.530552 -0.015 -0.010 0.040
C -1.163826 -0.063779 5.646790 -0.011 0.078 0.042
C -0.871115 1.282271 5.825920 0.021 -0.080 -0.017
C -0.206393 1.660699 6.982527 0.006 0.004 -0.002
C 0.153420 0.707662 7.925183 0.009 0.030 0.014
C -0.147813 -0.634039 7.727015 -0.016 -0.048 -0.015
C -0.817162 -1.031807 6.582726 -0.020 -0.004 -0.007
C -3.391324 2.375177 1.907672 -0.005 0.015 -0.049
C -3.489948 3.117734 0.737421 -0.002 -0.009 0.016
C -4.205750 4.303978 0.763023 -0.002 0.005 0.006
C -4.803921 4.731019 1.941455 0.000 0.004 -0.013
C -4.690272 3.979170 3.103720 0.008 -0.008 0.011
C -3.980838 2.788421 3.093277 -0.018 0.032 0.000
C -3.753671 -0.384245 1.450975 0.007 0.015 0.017
C -3.325661 -1.628301 0.999755 0.012 0.006 0.059
C -4.262636 -2.631941 0.811160 -0.006 0.017 0.023
C -5.608079 -2.386514 1.054243 0.014 0.031 -0.068
C -6.025551 -1.130477 1.473320 0.019 0.010 -0.005
C -5.099871 -0.116588 1.674565 0.014 -0.025 0.135
H 1.300390 -3.828917 4.687703 0.026 0.017 0.016
H 3.057349 -3.335563 6.360101 -0.011 0.000 0.000
H 3.931758 -1.040462 6.591976 0.003 -0.002 -0.011
H 3.085808 0.770952 5.143077 -0.001 -0.010 -0.011
H 1.345425 0.275400 3.434277 -0.015 0.100 -0.086
H -1.382579 -4.439663 3.985479 -0.020 0.005 0.004
H -1.195097 -6.812003 3.288006 0.001 -0.002 0.000
H 0.214236 -7.420150 1.356483 0.001 -0.001 0.002
H 1.423073 -5.679627 0.089754 0.004 0.010 -0.012
H 1.228848 -3.298905 0.766280 0.009 -0.005 -0.004
H -3.663015 -2.982173 3.785243 -0.032 0.047 0.015
H -5.975229 -3.474860 4.542836 -0.011 -0.011 -0.004
H -7.202809 -1.827989 5.912057 -0.003 -0.006 0.013
H -6.128607 0.299645 6.567195 -0.007 0.002 -0.003
H -3.816250 0.786941 5.842251 -0.012 0.015 -0.013
H -1.139997 2.006497 5.071990 -0.022 0.026 -0.029
H 0.032679 2.702907 7.144928 -0.004 -0.003 -0.004
H 0.672115 1.012286 8.824549 -0.002 0.000 -0.004
H 0.136105 -1.370784 8.466087 -0.004 -0.001 -0.006
H -1.058848 -2.073777 6.414874 0.002 -0.002 0.007
H -3.001422 2.775024 -0.164948 -0.002 0.002 0.004
H -4.291940 4.897593 -0.136627 0.003 0.003 0.002
H -5.358730 5.659525 1.955720 0.002 -0.001 0.001
H -5.151337 4.322761 4.019668 0.000 -0.001 0.000
H -3.883172 2.194174 3.989098 0.003 -0.011 0.030
H -2.282055 -1.804245 0.786684 0.050 -0.020 0.050
H -3.937081 -3.603712 0.463647 -0.003 -0.013 -0.001
H -6.337373 -3.169746 0.895168 -0.004 -0.014 0.012
H -7.074831 -0.934894 1.647270 -0.009 0.005 -0.011
H -5.427450 0.855988 2.014956 -0.007 0.000 -0.038
N 2.496570 2.986559 0.017733 0.025 0.064 0.043
C 2.505564 1.838018 0.680409 0.063 -0.023 -0.004
N 3.647242 1.213615 0.962069 -0.015 -0.014 -0.009
O 1.403719 1.351865 1.113338 -0.073 -0.045 0.043
H 3.323512 3.344236 -0.430903 -0.004 -0.005 -0.013
H 1.604324 3.348601 -0.277539 0.005 0.002 0.017
H 4.508796 1.482912 0.515719 -0.002 -0.007 -0.012
H 3.573369 0.261956 1.286555 0.001 0.013 -0.004
N 0.537059 -3.237574 -1.893737 -0.075 -0.103 -0.202
C 1.131232 -2.436755 -2.458131 0.056 0.229 0.418
C 1.979712 -1.479959 -3.173172 0.076 -0.161 -0.294
C 1.757887 -1.735537 -4.605765 -0.001 0.064 0.046
N 1.498701 -1.964409 -5.698051 0.001 -0.032 -0.006
C 3.377735 -1.700051 -2.793556 -0.002 -0.025 0.013
N 4.463016 -1.878484 -2.473185 -0.009 -0.001 0.011
C -4.171712 -1.921419 -2.624114 0.052 -0.065 0.051
C -2.898594 -1.267223 -3.172769 0.000 -0.002 0.008
C -2.240187 -2.170913 -4.225992 -0.042 -0.049 0.054
C -3.215363 0.120179 -3.751583 -0.062 -0.032 0.038
C -1.939064 -1.080754 -2.067961 0.217 -0.017 0.023
N -1.154870 -0.927528 -1.243686 -0.263 0.050 0.015
H -4.877161 -2.043832 -3.445718 0.012 0.004 -0.006
H -4.638097 -1.301894 -1.858722 -0.026 0.017 0.034
H -3.959473 -2.906377 -2.204578 -0.020 0.034 -0.017
H -2.949178 -2.319092 -5.040452 0.003 0.011 -0.005
H -1.988528 -3.146109 -3.807695 0.011 0.020 -0.005
H -1.340798 -1.718580 -4.636233 0.076 0.053 -0.035
H -3.917095 -0.002094 -4.576898 0.005 -0.017 0.014
H -2.318798 0.600419 -4.129561 0.079 0.066 -0.036
H -3.677387 0.762787 -3.000225 0.010 -0.009 -0.013
F 0.096998 0.550751 -3.981273 0.112 -0.030 -0.096
Te 1.650394 0.754019 -2.956613 -0.262 -0.176 0.089
F 2.682479 0.702489 -4.503690 0.096 0.110 0.022
F 3.232116 0.935141 -1.972211 0.072 0.009 -0.149
F 1.632639 -0.997184 -0.320582 -0.115 0.117 0.117
F 1.640832 2.573630 -3.260926 -0.019 0.080 0.032
O 0.636656 1.047770 -1.456266 -0.278 -0.014 0.288
```
Positions in Å, forces in eV/Å.

The HOMO-LUMO gap comes out at 8.56 eV. As for the lowest unoccupied orbital energy: -5.645 eV. As for the total charge: +2. As for the multiplicity: 1. Its HOMO energy is -14.20 eV.

These are the Löwdin partial charges, in e, on atoms 1 to 99: Ti 1.0034; N -0.3406; S 0.8507; N -0.3426; S 0.9145; N -0.3426; S 0.8367; N -0.3487; C -0.3000; C -0.0445; C -0.0443; C -0.0465; C -0.0475; C -0.0678; C -0.3267; C -0.0732; C -0.0494; C -0.0375; C -0.0410; C -0.0532; C -0.3064; C -0.0568; C -0.0427; C -0.0334; C -0.0363; C -0.0594; C -0.3272; C -0.0556; C -0.0414; C -0.0365; C -0.0397; C -0.0541; C -0.3280; C -0.0482; C -0.0398; C -0.0391; C -0.0445; C -0.0698; C -0.2886; C -0.0917; C -0.0671; C -0.0508; C -0.0460; C -0.0405; H 0.1169; H 0.1201; H 0.1191; H 0.1191; H 0.0986; H 0.1050; H 0.1172; H 0.1196; H 0.1184; H 0.0931; H 0.1045; H 0.1216; H 0.1211; H 0.1213; H 0.1156; H 0.1101; H 0.1200; H 0.1213; H 0.1226; H 0.1239; H 0.1119; H 0.1198; H 0.1202; H 0.1179; H 0.0884; H 0.0735; H 0.1215; H 0.1206; H 0.1213; H 0.1148; N 0.2353; C -0.5905; N 0.2375; O -0.1364; H 0.1386; H 0.1348; H 0.1350; H 0.1304; N 0.2453; C -0.2189; C -0.3880; C -0.2382; N 0.2470; C -0.2274; N 0.2372; C -0.0280; C -0.5549; C -0.0162; C -0.0138; C -0.0699; N 0.1606; H 0.1022; H 0.0828; H 0.0904; H 0.1034

# 2
Computed, not measured: C46H44AuN3P2S3 as an isolated structure, with ωB97M-V/def2-TZVPD.

Structure (XYZ):
```
99
Properties=species:S:1:pos:R:3:forces:R:3
Au -0.854809 0.486097 0.241602 -0.012 0.000 -0.129
C -3.154673 -0.953143 2.547896 0.013 0.004 -0.001
C -2.318376 0.084327 3.302072 -0.003 0.000 0.003
P -1.521790 1.369304 2.298068 0.009 0.004 0.007
C -2.649882 2.736099 1.980225 -0.006 0.001 0.015
C -3.609587 3.115486 2.921102 -0.002 -0.002 0.009
C -4.416132 4.216621 2.680039 0.011 -0.001 -0.008
C -4.257530 4.954919 1.513340 -0.001 -0.007 0.005
C -3.296408 4.590307 0.581766 -0.003 0.006 -0.004
C -2.498745 3.479947 0.809973 0.002 -0.002 -0.007
C -0.131277 2.015213 3.230826 -0.002 -0.005 0.029
C 0.768820 1.139036 3.846372 -0.019 0.031 0.000
C 1.856599 1.651967 4.530967 -0.001 -0.004 0.001
C 2.060234 3.025918 4.595098 0.008 0.001 0.006
C 1.171656 3.893993 3.979264 -0.003 0.004 -0.006
C 0.073078 3.393570 3.295927 0.003 -0.009 -0.017
C -4.019085 -0.350107 1.435563 -0.003 0.011 0.007
P -3.078480 -0.194638 -0.110890 0.010 0.009 -0.016
C -3.907445 0.959086 -1.206131 -0.028 0.038 0.038
C -3.475934 1.046582 -2.532738 0.027 -0.015 0.005
C -4.080735 1.936451 -3.400851 -0.001 0.001 -0.006
C -5.122369 2.742073 -2.954180 -0.010 0.000 0.013
C -5.556195 2.656356 -1.640223 -0.005 0.010 -0.019
C -4.948943 1.771333 -0.761644 0.003 -0.016 0.002
C -3.068681 -1.816048 -0.882929 -0.024 -0.017 0.007
C -2.099079 -2.758590 -0.536836 -0.029 0.015 -0.025
C -2.157150 -4.032699 -1.077528 0.010 -0.008 0.010
C -3.174050 -4.366188 -1.961954 0.003 0.004 0.007
C -4.141508 -3.430344 -2.304682 0.002 0.002 -0.001
C -4.095808 -2.154226 -1.766948 -0.001 0.001 -0.011
H -3.801045 -1.453496 3.268007 -0.004 0.004 0.003
H -2.485665 -1.717460 2.148131 -0.003 0.000 0.003
H -1.506885 -0.414706 3.829295 0.003 0.002 0.002
H -2.915280 0.612239 4.050167 -0.010 0.004 -0.017
H -3.728217 2.571741 3.849687 0.003 -0.004 -0.006
H -5.159418 4.506681 3.410227 0.000 -0.001 0.001
H -4.882781 5.819598 1.334793 0.000 0.001 0.001
H -3.170312 5.164949 -0.325972 -0.002 0.001 0.000
H -1.757770 3.194622 0.070935 -0.001 0.000 0.001
H 0.632646 0.068707 3.767766 -0.001 -0.007 0.002
H 2.547068 0.978618 5.021777 -0.002 -0.003 -0.001
H 2.911430 3.419500 5.134655 0.000 0.000 -0.001
H 1.324845 4.962941 4.037861 0.000 0.000 0.000
H -0.622942 4.077648 2.828343 0.000 0.005 0.002
H -4.416518 0.620837 1.732402 -0.006 -0.012 0.000
H -4.865601 -0.995708 1.191645 0.001 -0.003 -0.002
H -2.681986 0.404255 -2.895479 0.000 0.000 0.000
H -3.749109 1.996477 -4.428488 -0.001 0.000 0.000
H -5.600607 3.431687 -3.636800 0.000 0.001 0.001
H -6.372632 3.276517 -1.295434 0.001 -0.001 0.002
H -5.300688 1.726406 0.260242 0.005 0.001 -0.008
H -1.298258 -2.504775 0.144832 0.002 0.002 0.009
H -1.402854 -4.758964 -0.803825 -0.009 0.009 -0.004
H -3.214926 -5.360344 -2.386650 0.000 -0.002 -0.001
H -4.933332 -3.693462 -2.992745 0.000 0.000 0.001
H -4.851844 -1.428815 -2.040277 0.000 -0.001 0.001
S -0.149757 -0.367380 -1.883322 -0.010 -0.098 0.020
C 1.531566 -0.440173 -1.664124 -0.017 0.025 0.050
N 2.340372 -0.932914 -2.555968 0.038 -0.008 0.002
C 3.778709 -1.025748 -2.258377 -0.013 0.011 -0.028
C 3.965478 -1.410393 -0.816198 -0.024 0.008 0.050
N 3.225561 -0.472201 0.039567 0.047 0.058 -0.001
C 3.784653 -0.272881 1.397868 0.000 0.013 -0.047
C 5.054670 0.534355 1.351625 0.008 -0.007 0.020
C 5.015248 1.882402 1.002170 0.002 0.009 -0.005
C 6.186408 2.620217 0.944005 -0.006 -0.003 0.001
C 7.402863 2.017603 1.240882 0.005 -0.001 0.003
C 7.446432 0.678515 1.596587 0.001 0.002 -0.004
C 6.273618 -0.063567 1.648601 -0.017 -0.001 -0.004
C 2.128295 0.074817 -0.379691 -0.011 -0.023 -0.033
S 1.358685 1.370455 0.427583 0.021 -0.019 0.060
C 1.904689 -1.462288 -3.860439 -0.006 0.045 -0.026
C 1.992663 -2.968936 -3.894296 -0.001 0.010 0.003
C 2.483137 -3.604363 -5.028819 0.016 0.010 0.027
C 2.535205 -4.990128 -5.078841 0.003 -0.009 0.000
C 2.113291 -5.741917 -3.991556 0.009 0.000 -0.020
C 1.631080 -5.106999 -2.855243 0.006 0.021 0.009
C 1.562310 -3.722678 -2.807759 -0.030 -0.059 0.002
H 4.249035 -0.065821 -2.485641 0.010 -0.008 -0.013
H 4.196966 -1.790918 -2.909049 0.000 -0.014 0.014
H 5.016237 -1.333245 -0.540907 0.001 -0.014 -0.002
H 3.593743 -2.415202 -0.596038 0.001 -0.004 -0.019
H 3.962520 -1.281392 1.775868 0.011 -0.005 0.005
H 3.009761 0.195798 2.000885 0.007 -0.003 -0.001
H 4.066139 2.361685 0.786970 0.002 0.001 0.004
H 6.152453 3.667634 0.675523 0.000 0.000 -0.001
H 8.315874 2.596091 1.199919 0.000 -0.002 0.001
H 8.391295 0.209896 1.836014 0.001 0.000 0.000
H 6.307420 -1.108804 1.935079 0.001 0.000 0.001
H 2.562454 -1.017199 -4.608801 -0.007 -0.016 -0.017
H 0.893372 -1.108216 -4.053480 0.003 0.014 0.024
H 2.825134 -3.020299 -5.875400 -0.002 0.002 -0.001
H 2.915538 -5.481506 -5.964054 0.000 0.001 0.000
H 2.166097 -6.821643 -4.028942 0.000 0.001 0.002
H 1.310815 -5.686360 -1.998657 -0.002 -0.006 -0.007
H 1.177174 -3.250428 -1.910418 0.006 0.022 -0.014
S 1.597953 -3.427350 0.886101 -0.046 -0.013 -0.017
C 0.694314 -2.210048 1.484934 0.084 0.082 -0.016
N 0.037491 -1.322870 1.888178 -0.016 -0.072 0.071
```
Positions in Å, forces in eV/Å.

The HOMO-LUMO gap comes out at 6.11 eV. As for the lowest unoccupied orbital energy: -6.560 eV. As for the total charge: +2. As for the multiplicity: 1. Its HOMO energy is -12.67 eV.

Charges in e, computed with Löwdin, in the same order as the atoms: Au 0.5482; C -0.2567; C -0.2967; P 0.9339; C -0.3935; C -0.0728; C -0.0452; C -0.0441; C -0.0582; C -0.1174; C -0.3890; C -0.1152; C -0.0575; C -0.0447; C -0.0501; C -0.0734; C -0.2946; P 0.9446; C -0.3690; C -0.1008; C -0.0475; C -0.0421; C -0.0534; C -0.0804; C -0.3789; C -0.1221; C -0.0475; C -0.0401; C -0.0484; C -0.0701; H 0.1266; H 0.0820; H 0.0803; H 0.0970; H 0.1095; H 0.1194; H 0.1195; H 0.1196; H 0.0909; H 0.0795; H 0.1182; H 0.1184; H 0.1175; H 0.1062; H 0.0703; H 0.1151; H 0.0766; H 0.1178; H 0.1191; H 0.1187; H 0.1023; H 0.0417; H 0.1117; H 0.1186; H 0.1178; H 0.1133; S 0.7677; C -0.6033; N -0.0705; C -0.0546; C -0.0806; N -0.0469; C -0.0897; C -0.2253; C -0.0398; C -0.0611; C -0.0612; C -0.0564; C -0.0393; C -0.6208; S 0.7475; C -0.0893; C -0.2219; C -0.0328; C -0.0575; C -0.0607; C -0.0616; C -0.0564; H 0.1544; H 0.1485; H 0.1437; H 0.0880; H 0.1347; H 0.0889; H 0.0870; H 0.1120; H 0.1143; H 0.1148; H 0.1207; H 0.1440; H 0.0953; H 0.1190; H 0.1146; H 0.1137; H 0.1080; H 0.0496; S 0.6036; C -0.9517; N -0.0140